[1]
Formula: C33H25Cl3N8OS2V
Source: the Open Molecules 2025 dataset
Level of theory: ωB97M-V with the def2-TZVPD basis set

spin multiplicity: 2
HOMO energy (alpha / beta): -0.4588 / -0.4588 Ha
ΔE to the lowest compared entry with this formula, charge and spin: 4.29 kcal per mole
LUMO (alpha / beta): -8.95 / -8.27 eV
charge: +2
E_tot: -133500.072 eV
HOMO-LUMO gap (alpha / beta): 3.534 / 4.214 eV

CARTESIAN COORDINATES (ANGSTROEM)
V (0.89, -16.12, -12.62)
C (0.76, -21.03, -15.41)
C (1.71, -20.09, -15.09)
C (1.35, -18.90, -14.46)
C (0.00, -18.71, -14.03)
C (-1.02, -19.55, -14.55)
C (-0.59, -20.75, -15.14)
N (-0.24, -17.73, -13.09)
N (-1.51, -17.61, -12.70)
C (-1.53, -16.84, -11.56)
C (-2.69, -16.95, -10.80)
C (-2.61, -16.67, -9.43)
C (-1.37, -16.31, -8.88)
C (-0.33, -15.96, -9.79)
C (-0.28, -16.29, -11.14)
H (1.01, -21.92, -15.94)
H (2.73, -20.26, -15.30)
H (2.06, -18.13, -14.16)
H (-2.02, -19.43, -14.07)
H (-1.35, -21.52, -15.42)
H (-3.63, -17.38, -11.27)
H (-3.48, -16.83, -8.76)
H (-1.16, -16.31, -7.76)
H (0.56, -15.61, -9.34)
N (3.61, -19.10, -8.18)
C (3.52, -18.80, -9.31)
N (3.69, -18.69, -10.62)
C (3.04, -17.88, -11.32)
N (2.51, -17.15, -12.14)
Cl (-1.19, -8.89, -18.69)
C (0.19, -9.88, -18.67)
C (0.84, -9.89, -17.42)
C (1.74, -10.93, -17.13)
C (2.30, -11.74, -18.14)
C (3.15, -12.95, -17.77)
C (2.38, -14.33, -17.77)
N (1.60, -14.61, -16.59)
C (0.21, -14.47, -16.42)
C (-0.11, -14.95, -15.19)
N (1.05, -15.30, -14.53)
C (2.03, -15.16, -15.42)
O (3.79, -12.90, -16.48)
C (4.69, -11.79, -16.29)
C (5.84, -12.18, -15.39)
C (6.59, -11.12, -14.87)
Cl (6.22, -9.49, -14.72)
S (8.09, -11.70, -14.16)
C (7.70, -13.35, -14.57)
C (6.46, -13.46, -15.17)
C (1.78, -11.57, -19.42)
Cl (2.38, -12.43, -20.88)
C (0.68, -10.74, -19.66)
H (0.43, -9.30, -16.61)
H (2.02, -11.12, -16.10)
H (3.91, -13.10, -18.58)
H (3.13, -15.11, -18.01)
H (1.72, -14.34, -18.68)
H (-0.47, -13.97, -17.12)
H (-1.12, -14.84, -14.72)
H (3.05, -15.36, -15.20)
H (4.12, -10.97, -15.85)
H (5.08, -11.39, -17.27)
H (8.41, -14.16, -14.41)
H (6.13, -14.45, -15.52)
H (0.20, -10.87, -20.59)
S (2.04, -12.62, -9.95)
C (3.46, -13.47, -10.60)
C (3.15, -14.28, -11.62)
N (1.73, -14.45, -11.74)
C (1.06, -13.63, -10.96)
H (4.49, -13.28, -10.22)
H (3.77, -14.91, -12.22)
H (-0.03, -13.42, -11.12)

Results of the Mulliken charge analysis, in e, for atoms 1 through 2: atom 1 (V): -0.5317, atom 2 (C): -0.4135

***

[2]
Formula: C33H26CoF5N7O2
Source: the Open Molecules 2025 dataset
Level of theory: ωB97M-V with the def2-TZVPD basis set

spin multiplicity: 1
HOMO energy (alpha / beta): -0.4067 / -0.4067 Ha
ΔE to the lowest compared entry with this formula, charge and spin: 0.00 kcal per mole
LUMO (alpha / beta): -3.22 / -3.22 eV
charge: +1
E_tot: -100381.656 eV
HOMO-LUMO gap (alpha / beta): 7.844 / 7.846 eV

CARTESIAN COORDINATES (ANGSTROEM)
Co (-0.45, 0.38, 1.73)
C (0.70, 0.70, 4.38)
N (-0.22, -0.18, 3.63)
C (-1.55, -0.47, 4.19)
C (-2.28, -1.12, 3.06)
N (-1.84, -0.97, 1.82)
C (-2.72, -1.70, 1.01)
C (-2.73, -1.96, -0.36)
C (-3.75, -2.76, -0.85)
C (-4.74, -3.29, -0.01)
C (-4.73, -3.06, 1.35)
C (-3.70, -2.26, 1.83)
N (-3.38, -1.87, 3.13)
C (1.54, 1.36, 3.34)
N (1.16, 1.39, 2.08)
C (2.08, 2.20, 1.41)
C (2.13, 2.62, 0.08)
C (3.18, 3.44, -0.28)
C (4.16, 3.83, 0.65)
C (4.11, 3.43, 1.97)
C (3.04, 2.62, 2.32)
N (2.67, 2.07, 3.54)
H (1.30, 0.14, 5.11)
H (0.13, 1.45, 4.91)
H (0.25, -1.07, 3.48)
H (-2.03, 0.48, 4.46)
H (-1.51, -1.11, 5.08)
H (-1.98, -1.58, -1.03)
H (-3.78, -2.97, -1.91)
H (-5.52, -3.90, -0.44)
H (-5.48, -3.48, 2.00)
H (-3.89, -2.11, 3.96)
H (1.38, 2.34, -0.64)
H (3.26, 3.78, -1.30)
H (4.97, 4.47, 0.32)
H (4.85, 3.75, 2.69)
H (3.14, 2.18, 4.42)
F (-1.17, 2.42, 3.23)
C (-1.48, 1.99, 1.95)
F (-1.00, 2.93, 1.12)
C (-3.07, 2.07, 1.88)
F (-3.54, 2.44, 3.09)
F (-3.46, 2.97, 1.00)
F (-3.65, 0.90, 1.61)
O (-2.25, 1.55, -1.00)
C (-1.24, 0.90, -1.16)
N (-0.73, 0.44, -2.34)
C (0.47, -0.36, -2.19)
C (0.57, -0.35, -0.64)
O (1.35, -0.99, 0.04)
N (-0.39, 0.46, -0.15)
C (0.25, -1.76, -2.75)
C (-0.08, -2.85, -1.95)
C (-0.37, -4.08, -2.52)
C (-0.33, -4.24, -3.90)
C (0.01, -3.16, -4.70)
C (0.30, -1.93, -4.13)
C (1.72, 0.29, -2.76)
C (1.69, 1.56, -3.31)
C (2.86, 2.13, -3.82)
C (4.05, 1.43, -3.76)
C (4.08, 0.17, -3.19)
C (2.92, -0.41, -2.70)
H (-1.18, 0.65, -3.22)
H (-0.09, -2.76, -0.87)
H (-0.62, -4.93, -1.89)
H (-0.54, -5.20, -4.34)
H (0.06, -3.28, -5.78)
H (0.58, -1.10, -4.77)
H (0.76, 2.12, -3.36)
H (2.82, 3.12, -4.27)
H (4.96, 1.87, -4.16)
H (5.02, -0.38, -3.14)
H (2.95, -1.40, -2.26)

Results of the Mulliken charge analysis, in e, for atoms 1 through 2: atom 1 (Co): -1.1703, atom 2 (C): -0.9534

***

[3]
Formula: C33H26CrF10IN3O2Se
Source: the Open Molecules 2025 dataset
Level of theory: ωB97M-V with the def2-TZVPD basis set

spin multiplicity: 2
HOMO energy (alpha / beta): -0.1654 / -0.1650 Ha
LUMO (alpha / beta): 1.86 / 2.09 eV
charge: -1
E_tot: -172251.960 eV
HOMO-LUMO gap (alpha / beta): 6.358 / 6.580 eV

CARTESIAN COORDINATES (ANGSTROEM)
Cr (0.23, 0.36, -0.45)
C (1.88, -0.07, 2.17)
N (0.58, -0.50, 1.66)
C (0.55, -1.97, 1.59)
C (1.04, -2.41, 0.22)
N (0.32, -1.62, -0.75)
C (0.27, -2.07, -2.01)
C (1.03, -3.09, -2.62)
F (2.00, -3.75, -1.93)
C (0.84, -3.47, -3.94)
F (1.58, -4.47, -4.45)
C (-0.11, -2.85, -4.74)
F (-0.30, -3.26, -6.01)
C (-0.88, -1.83, -4.19)
F (-1.84, -1.24, -4.92)
C (-0.68, -1.46, -2.88)
F (-1.45, -0.51, -2.32)
C (-0.47, 0.03, 2.53)
C (-0.71, 1.50, 2.23)
N (-0.95, 1.61, 0.81)
C (-1.45, 2.76, 0.35)
C (-2.17, 2.72, -0.88)
F (-2.44, 1.49, -1.36)
C (-2.61, 3.84, -1.55)
F (-3.26, 3.72, -2.72)
C (-2.41, 5.10, -1.00)
F (-2.81, 6.22, -1.64)
C (-1.81, 5.18, 0.25)
F (-1.64, 6.39, 0.83)
C (-1.36, 4.06, 0.91)
F (-0.75, 4.25, 2.12)
H (2.01, -0.38, 3.22)
H (1.97, 1.01, 2.11)
H (2.68, -0.51, 1.58)
H (-0.49, -2.30, 1.71)
H (1.16, -2.42, 2.39)
H (0.84, -3.48, 0.08)
H (2.13, -2.25, 0.13)
H (-0.20, -0.10, 3.60)
H (-1.40, -0.52, 2.33)
H (0.14, 2.11, 2.57)
H (-1.60, 1.83, 2.80)
I (3.86, 7.13, -4.11)
C (2.70, 5.39, -3.78)
C (1.80, 5.37, -2.73)
C (1.10, 4.21, -2.46)
C (1.30, 3.08, -3.25)
C (2.17, 3.13, -4.33)
C (2.88, 4.29, -4.60)
C (0.70, 1.78, -2.83)
O (0.74, 0.78, -3.54)
O (0.21, 1.77, -1.65)
H (1.67, 6.25, -2.11)
H (0.41, 4.17, -1.63)
H (2.30, 2.24, -4.92)
H (3.58, 4.32, -5.42)
C (8.13, 2.50, 0.54)
C (6.80, 1.92, 0.15)
C (5.62, 2.62, 0.31)
C (4.39, 2.08, -0.07)
C (3.17, 2.93, 0.14)
C (4.34, 0.80, -0.63)
Se (2.68, 0.01, -1.28)
C (5.53, 0.08, -0.80)
C (5.55, -1.28, -1.44)
C (6.73, 0.65, -0.40)
H (8.01, 3.43, 1.08)
H (8.73, 2.69, -0.35)
H (8.68, 1.80, 1.17)
H (5.63, 3.61, 0.73)
H (3.00, 3.08, 1.20)
H (2.29, 2.46, -0.30)
H (3.31, 3.90, -0.32)
H (4.65, -1.83, -1.19)
H (6.43, -1.84, -1.12)
H (5.57, -1.18, -2.52)
H (7.65, 0.09, -0.55)

Results of the Mulliken charge analysis, in e, for atoms 1 through 2: atom 1 (Cr): 0.9055, atom 2 (C): -1.5442

***

In order of appearance, strongest force on any atom = 4.33, 0.63, 2.73 eV/A.